This record from the OMol25 dataset describes a molecular structure, C42H36ClN3O4PS2Zr at a distorted geometry. The level of theory is ωB97M-V/def2-TZVPD.

Properties
relative energy (zero: lowest compared OMol25 entry of this formula, charge and spin)	1.323	eV
gap between HOMO and LUMO	6.51	eV
net charge	+3

The geometry in XYZ format:
```
90
C42H36ClN3O4PS2Zr (ωB97M-V/def2-TZVPD)
Zr -0.259 0.168 -0.146
O 2.942 4.070 -0.842
C 3.651 3.026 -1.273
C 5.029 3.195 -1.431
C 5.829 2.151 -1.840
C 5.273 0.897 -2.109
C 3.925 0.703 -1.947
C 3.088 1.750 -1.510
C 1.691 1.467 -1.280
O 1.253 0.217 -1.292
N 0.844 2.442 -1.046
N -0.521 2.072 -1.079
C -1.262 3.034 -1.588
S -2.955 2.831 -1.912
C -3.286 4.605 -2.218
C -2.047 5.245 -2.800
S -0.565 4.573 -1.971
H 1.988 3.897 -0.906
H 5.442 4.171 -1.232
H 6.890 2.303 -1.964
H 5.902 0.088 -2.448
H 3.470 -0.254 -2.160
H -3.574 5.050 -1.263
H -4.131 4.655 -2.907
H -2.045 6.322 -2.637
H -1.941 5.044 -3.866
Cl -2.845 0.052 -0.545
C -3.462 -1.542 -0.960
C -4.825 -1.774 -0.948
C -5.288 -3.037 -1.285
C -4.394 -4.050 -1.596
C -3.032 -3.807 -1.580
C -2.542 -2.532 -1.289
P -0.736 -2.177 -1.302
C -0.158 -2.946 -2.843
C -1.030 -3.314 -3.867
C -0.533 -3.946 -4.995
C 0.827 -4.179 -5.126
C 1.701 -3.763 -4.131
C 1.217 -3.144 -2.993
C -0.315 -3.336 0.060
C 0.169 -4.625 -0.118
C 0.336 -5.456 0.980
C 0.020 -5.007 2.251
C -0.474 -3.721 2.433
C -0.640 -2.883 1.344
H -5.512 -0.987 -0.684
H -6.349 -3.228 -1.297
H -4.756 -5.033 -1.855
H -2.333 -4.601 -1.801
H -2.089 -3.119 -3.789
H -1.214 -4.250 -5.774
H 1.206 -4.672 -6.008
H 2.762 -3.921 -4.250
H 1.893 -2.817 -2.211
H 0.411 -4.980 -1.109
H 0.704 -6.460 0.838
H 0.155 -5.659 3.099
H -0.746 -3.389 3.424
H -1.068 -1.874 1.470
C 1.739 3.426 4.321
O 1.143 2.196 3.913
C 1.728 1.472 2.951
C 2.821 1.886 2.182
C 3.393 1.044 1.249
C 2.854 -0.215 0.996
C 1.781 -0.669 1.755
C 1.258 0.144 2.776
N 0.414 -0.423 3.760
C -0.630 0.133 4.341
C -1.441 1.161 3.826
C -2.297 1.865 4.708
C -3.042 2.927 4.265
C -2.991 3.305 2.920
C -2.232 2.590 2.016
C -1.460 1.501 2.436
O -0.837 0.732 1.559
H 1.154 3.769 5.171
H 1.690 4.171 3.523
H 2.777 3.281 4.630
H 3.263 2.854 2.355
H 4.290 1.361 0.743
H 3.328 -0.867 0.277
H 1.483 -1.716 1.695
H 0.814 -1.246 4.208
H -0.901 -0.271 5.311
H -2.327 1.568 5.744
H -3.667 3.479 4.948
H -3.567 4.156 2.587
H -2.226 2.844 0.962
```

Löwdin population analysis, charges in e, atoms 1 to 6: 1.581, 0.092, -0.263, 0.020, -0.020, -0.049